C3H8N2O2 | ωB97M-V/def2-TZVPD

Computed properties:
- E (Eh) = -378.99983
- HOMO-LUMO gap (eV) = 8.14
- relative energy (zero: lowest compared OMol25 entry of this formula, charge and spin) (kJ/mol) = 370.65

Structure (ORCA input):
```
! RIJCOSX wB97M-V def2-TZVPD def2/J DEFGRID3
* xyz 0 1
C -1.37369 -0.24224 -0.50785
C 1.30247 0.65016 1.86756
N -0.39909 -0.31217 0.40448
C 0.07009 0.86835 1.04455
N -0.28831 -0.61449 -2.12435
O 0.36374 -1.42152 0.37387
O -0.51021 1.92664 0.91113
H 0.31428 -1.20464 -1.50928
H -0.70715 -1.15120 -2.87471
H 0.22189 0.18490 -2.47725
H -1.85201 0.71796 -0.64190
H -1.96141 -1.13941 -0.63818
H 2.12813 0.35702 1.21581
H 1.15263 -0.18519 2.55286
H 1.53866 1.56584 2.40327
*
```